Molecular formula: C24H19N5OY
Method: DFT, ωB97M-V/def2-TZVPD

ORCA input file:
```
! wB97M-V def2-TZVPD RIJCOSX def2/J DEFGRID3
* xyz 1 1
Y -0.369 0.055 -0.220
O -2.787 -1.208 -3.464
C -2.063 -0.592 -2.701
N -2.061 -0.637 -1.350
C -2.996 -1.580 -0.732
C -2.244 -2.427 0.264
C -2.325 -3.811 0.276
C -1.584 -4.522 1.206
C -0.783 -3.833 2.106
C -0.735 -2.458 2.018
N -1.440 -1.761 1.116
C -1.020 0.355 -3.281
C -0.985 0.547 -4.650
C -0.069 1.439 -5.181
C 0.795 2.106 -4.324
C 0.718 1.843 -2.972
N -0.170 0.988 -2.449
H -3.474 -2.195 -1.494
H -3.778 -1.029 -0.200
H -2.966 -4.316 -0.433
H -1.626 -5.603 1.225
H -0.193 -4.351 2.848
H -0.110 -1.881 2.689
H -1.686 -0.007 -5.259
H -0.028 1.615 -6.247
H 1.520 2.817 -4.692
H 1.395 2.324 -2.276
C -0.721 4.929 2.972
C 0.551 4.503 3.338
C 1.066 3.321 2.839
C 0.296 2.557 1.965
C -0.979 2.985 1.599
C -1.488 4.169 2.101
N 0.736 1.335 1.392
N 1.855 0.904 1.762
C 2.318 -0.288 1.186
C 3.524 -0.757 1.711
C 4.069 -1.928 1.218
C 3.412 -2.613 0.205
C 2.210 -2.131 -0.314
C 1.619 -0.957 0.148
H -1.116 5.855 3.367
H 1.144 5.101 4.016
H 2.053 2.976 3.110
H -1.585 2.384 0.922
H -2.478 4.500 1.819
H 4.010 -0.195 2.499
H 5.003 -2.304 1.614
H 3.837 -3.528 -0.188
H 1.731 -2.698 -1.106
*
```

Results
Max |F|: 1.275 eV/A
Gap between HOMO and LUMO: 7.468 eV
Electronic energy: -1313.1746 Eh
HOMO energy: -11.6 eV

Molecular formula: C5H10N5
Method: DFT, ωB97M-V/def2-TZVPD

ORCA input file:
```
! wB97M-V def2-TZVPD RIJCOSX def2/J DEFGRID3
* xyz 1 1
C -2.673 0.919 -0.534
C -3.050 -0.488 -0.656
C -1.685 1.071 0.342
C -2.175 -1.203 0.126
C 1.391 -0.317 0.014
N -0.086 -0.615 1.335
N -1.274 -0.328 0.768
N 1.187 -0.431 -1.287
N 2.481 0.102 0.680
N 3.603 0.779 0.216
H -3.184 1.654 -1.052
H -3.867 -0.851 -1.189
H -1.119 1.875 0.798
H -1.927 -2.251 0.120
H 0.265 -0.595 -1.756
H 1.879 -0.038 -1.933
H 2.448 0.111 1.654
H 4.444 0.590 0.788
H 3.499 1.752 0.366
H -0.158 -1.734 1.197
*
```

Results
Max |F|: 3.944 eV/A
Gap between HOMO and LUMO: 8.323 eV
Electronic energy: -469.8958 Eh
ΔE to the lowest compared entry with this formula, charge and spin: 96.6 kcal/mol
HOMO energy: -12.5 eV

Molecular formula: C17H33BN4O3S
Method: DFT, ωB97M-V/def2-TZVPD

ORCA input file:
```
! wB97M-V def2-TZVPD RIJCOSX def2/J DEFGRID3
* xyz 0 1
C -1.367 0.617 -3.569
C -1.369 0.379 -2.094
C -1.691 -0.873 -1.595
C -1.699 -1.106 -0.228
C -1.360 -0.111 0.696
C -1.336 -0.489 2.180
B -1.140 0.650 3.280
N -0.171 0.549 4.359
S -2.198 2.177 3.308
C -1.043 1.134 0.187
C -1.061 1.366 -1.179
H -0.760 -0.102 -4.108
H -1.038 1.622 -3.798
H -2.362 0.530 -3.992
H -1.931 -1.699 -2.249
H -1.950 -2.088 0.146
H -2.273 -1.006 2.403
H -0.553 -1.233 2.295
H 0.579 -0.097 4.133
H -0.679 0.201 5.167
H -1.231 3.096 3.363
H -0.759 1.933 0.846
H -0.821 2.348 -1.559
C -5.232 3.432 -2.584
N -4.173 2.937 -3.444
C -3.538 3.582 -4.458
C -3.968 5.001 -4.752
O -2.654 3.029 -5.094
H -4.905 3.410 -1.543
H -6.116 2.801 -2.682
H -5.499 4.450 -2.845
H -3.841 1.998 -3.289
H -3.372 5.375 -5.578
H -5.020 5.034 -5.035
H -3.807 5.640 -3.884
C 5.292 -2.580 3.954
N 4.072 -2.019 3.398
C 2.961 -1.670 4.045
C 2.933 -1.861 5.543
O 1.994 -1.200 3.448
H 6.130 -1.918 3.734
H 5.491 -3.550 3.498
H 5.210 -2.705 5.028
H 4.050 -1.857 2.395
H 1.971 -1.529 5.920
H 3.065 -2.913 5.797
H 3.717 -1.272 6.019
C 1.415 -1.821 -1.440
N 2.506 -1.843 -0.493
C 3.669 -2.532 -0.583
C 3.888 -3.365 -1.823
O 4.501 -2.485 0.312
H 1.242 -0.798 -1.777
H 0.513 -2.176 -0.951
H 1.629 -2.450 -2.298
H 2.410 -1.297 0.351
H 4.853 -3.855 -1.744
H 3.113 -4.127 -1.914
H 3.883 -2.737 -2.714
*
```

Results
Max |F|: 1.195 eV/A
Gap between HOMO and LUMO: 9.174 eV
Electronic energy: -1535.4585 Eh
HOMO energy: -8.6 eV

Molecular formula: C3H11NO3
Method: DFT, ωB97M-V/def2-TZVPD

ORCA input file:
```
! wB97M-V def2-TZVPD RIJCOSX def2/J DEFGRID3
* xyz 0 1
C -1.440 1.568 0.872
N 0.076 1.428 0.591
C 0.574 1.977 -0.683
C 0.651 0.315 1.205
O -0.058 -0.412 2.012
H -2.160 0.780 0.399
H -1.556 2.559 0.278
H -1.474 1.633 1.980
H 1.519 1.259 -0.938
H 1.025 3.095 -0.642
H -0.181 1.613 -1.403
H 1.683 0.182 0.790
O 0.920 -2.640 -2.687
H 0.740 -1.963 -2.002
H 0.395 -2.355 -3.436
O -0.597 -1.512 -0.321
H -1.167 -2.202 -0.107
H -0.180 -1.243 0.545
*
```

Results
Max |F|: 4.940 eV/A
Gap between HOMO and LUMO: 10.554 eV
Electronic energy: -401.3112 Eh
ΔE to the lowest compared entry with this formula, charge and spin: 63.9 kcal/mol
HOMO energy: -10.0 eV

Molecular formula: C16H28Cl11O10
Method: DFT, ωB97M-V/def2-TZVPD

ORCA input file:
```
! wB97M-V def2-TZVPD RIJCOSX def2/J DEFGRID3
* xyz -1 1
Cl -8.682 -11.601 -26.327
O -8.835 -10.849 -27.474
O -9.378 -12.853 -26.487
O -7.279 -11.906 -26.183
O -9.238 -11.010 -25.105
C -2.691 -11.468 -29.804
C -1.550 -10.605 -29.368
O -2.235 -9.416 -29.431
C -3.032 -9.448 -30.394
O -3.477 -8.447 -30.927
O -3.426 -10.654 -30.687
H -3.478 -11.730 -29.098
H -2.437 -12.316 -30.441
H -0.711 -10.665 -30.061
H -1.138 -10.846 -28.388
C -13.523 -14.914 -28.921
C -13.141 -13.711 -29.807
O -14.321 -13.405 -30.352
C -15.350 -14.163 -29.922
O -16.531 -13.984 -30.234
O -14.896 -15.075 -29.055
H -13.402 -14.641 -27.873
H -13.109 -15.905 -29.108
H -12.444 -13.987 -30.598
H -12.746 -12.823 -29.313
Cl -13.482 -3.981 -26.915
C -12.763 -5.566 -26.484
C -12.178 -5.521 -25.123
Cl -10.808 -4.417 -25.095
H -12.058 -5.788 -27.285
H -13.578 -6.284 -26.386
H -11.750 -6.445 -24.734
H -12.911 -5.212 -24.378
Cl -9.829 -9.115 -35.069
C -8.363 -9.187 -34.006
C -8.463 -8.378 -32.819
Cl -8.594 -6.651 -33.142
H -7.628 -8.864 -34.743
H -8.132 -10.192 -33.650
H -7.601 -8.402 -32.152
H -9.308 -8.746 -32.238
Cl -4.831 -17.861 -21.902
C -5.620 -16.440 -22.637
C -5.068 -15.057 -22.189
Cl -3.439 -14.789 -22.770
H -6.694 -16.593 -22.529
H -5.384 -16.407 -23.701
H -5.040 -14.995 -21.101
H -5.825 -14.335 -22.496
Cl -2.680 -7.994 -21.173
C -3.290 -7.500 -22.816
C -4.778 -7.634 -23.007
Cl -5.670 -6.755 -21.753
H -2.769 -8.180 -23.490
H -2.945 -6.474 -22.947
H -5.072 -8.684 -22.977
H -4.990 -7.326 -24.031
Cl -11.461 -11.648 -17.407
C -11.316 -11.128 -19.106
C -11.309 -9.661 -19.388
Cl -12.899 -9.005 -18.969
H -12.118 -11.547 -19.714
H -10.477 -11.637 -19.580
H -10.979 -9.531 -20.419
H -10.646 -9.190 -18.662
*
```

Results
Max |F|: 7.526 eV/A
Gap between HOMO and LUMO: 8.038 eV
Electronic energy: -6440.7474 Eh
HOMO energy: -6.3 eV

Molecular formula: C46H41F5GeINO7P3SV
Method: DFT, ωB97M-V/def2-TZVPD

ORCA input file:
```
! wB97M-V def2-TZVPD RIJCOSX def2/J DEFGRID3
* xyz 1 4
V 0.764 0.366 -1.082
C 4.976 3.296 -1.922
C 3.862 2.320 -1.602
O 4.121 0.947 -1.998
P 3.119 2.356 0.071
O 2.736 3.822 0.418
O 4.197 1.931 1.138
O 2.039 1.344 0.113
P 2.393 2.753 -2.636
O 2.946 3.020 -4.110
O 1.927 4.034 -1.968
O 1.434 1.545 -2.607
H 5.923 3.085 -1.410
H 4.628 4.317 -1.740
H 5.210 3.147 -2.952
H 4.781 0.552 -1.394
H 2.264 4.084 -0.445
H 4.699 2.644 1.500
H 2.519 3.816 -4.499
I -0.594 -2.321 -0.084
C -2.582 -1.472 -0.158
C -3.215 -1.423 1.044
C -4.617 -1.270 1.125
C -5.316 -1.134 -0.017
C -4.663 -1.080 -1.261
C -5.405 -1.162 -2.447
C -4.747 -1.304 -3.646
C -3.365 -1.326 -3.775
C -2.587 -1.084 -2.648
P -0.931 -0.287 -2.879
C -1.491 1.197 -3.772
C -1.454 2.425 -3.090
C -1.873 3.603 -3.671
C -2.328 3.613 -4.960
C -2.328 2.437 -5.674
C -1.951 1.221 -5.085
C -0.232 -1.360 -4.204
C -0.375 -2.764 -4.119
C -0.063 -3.574 -5.211
C 0.550 -3.022 -6.347
C 0.787 -1.629 -6.431
C 0.361 -0.830 -5.354
C -3.248 -1.143 -1.364
H -2.707 -1.712 1.956
H -5.089 -1.342 2.068
H -6.410 -1.012 0.063
H -6.491 -1.051 -2.427
H -5.402 -1.431 -4.510
H -2.929 -1.325 -4.781
H -1.131 2.553 -2.042
H -1.881 4.561 -3.138
H -2.726 4.479 -5.401
H -2.623 2.426 -6.694
H -1.867 0.380 -5.771
H -0.900 -3.168 -3.242
H -0.203 -4.652 -5.178
H 0.885 -3.702 -7.113
H 1.260 -1.182 -7.291
H 0.354 0.250 -5.458
F -1.950 0.634 2.597
C -0.759 1.317 2.495
F -0.128 0.743 1.446
C -1.229 2.712 2.094
F -0.260 3.637 2.230
F -1.668 2.713 0.832
F -2.242 3.124 2.886
C 1.052 2.693 4.800
Ge 0.193 1.082 4.273
C -1.084 0.551 5.637
C -2.469 0.748 5.620
C -3.269 0.219 6.629
C -2.714 -0.465 7.716
C -1.316 -0.518 7.748
C -0.515 -0.064 6.744
C 1.409 -0.363 3.859
C 2.703 0.045 3.629
C 3.654 -0.884 3.170
C 3.338 -2.233 3.105
C 2.066 -2.676 3.450
C 1.715 -4.079 3.444
C 0.457 -4.507 3.758
C -0.552 -3.551 4.001
C -0.303 -2.190 3.973
C 1.048 -1.712 3.778
H 1.743 2.631 5.641
H 0.244 3.298 5.204
H 1.474 3.211 4.009
H -2.969 1.227 4.775
H -4.365 0.270 6.587
H -3.352 -0.942 8.427
H -0.798 -0.874 8.634
H 0.548 -0.288 6.855
H 3.017 1.059 3.726
H 4.633 -0.531 2.898
H 4.108 -2.910 2.821
H 2.427 -4.847 3.078
H 0.272 -5.583 3.875
H -1.557 -3.881 4.215
H -1.105 -1.491 4.096
S 3.935 -3.206 -1.106
C 3.318 -2.767 -2.688
C 2.482 -1.699 -2.610
N 2.219 -1.236 -1.355
C 2.935 -1.931 -0.474
H 3.597 -3.326 -3.566
H 2.056 -1.136 -3.447
H 2.949 -1.786 0.600
*
```

Results
Max |F|: 2.339 eV/A
Gap between HOMO and LUMO (spin up / spin down): 8.082 / 8.148 eV
Electronic energy: -7599.2286 Eh
HOMO energy (spin up / spin down): -10.4 / -10.4 eV

- The highest max |F| belongs to which entry?
  C16H28Cl11O10

- Number 4 is which compound?
  C3H11NO3